The following is a DFT calculation (ωB97M-V/def2-TZVPD) of a molecular structure, C20H62Mn2N2O20P2 in a non-equilibrium geometry.

```
108
Properties=species:S:1:pos:R:3:mulliken_charge:R:1
Mn 0.52 1.51 1.88 0.011
Mn -1.97 1.58 -0.10 0.823
P 0.43 0.38 -0.49 0.523
O 0.82 -1.08 -0.93 2.846
O -0.60 0.32 0.66 1.625
O -0.54 1.10 -1.43 0.308
O 1.55 1.22 0.19 0.742
P -1.90 2.67 2.33 0.847
O -2.98 1.88 1.57 -0.731
O -0.87 2.95 1.17 -1.085
O -1.00 1.79 3.27 -0.843
O -2.39 3.68 3.36 -1.009
C -3.05 4.48 -1.01 -1.067
O -3.05 3.07 -1.15 -0.068
C -4.10 2.56 -1.97 -0.960
C -3.82 1.10 -2.29 -0.423
N -3.56 0.39 -1.03 0.190
C -2.92 -0.91 -1.27 0.326
C -3.87 -2.00 -1.78 -1.126
O -4.93 -2.12 -0.82 -0.262
C -5.76 -3.22 -1.06 -0.855
H -2.48 4.95 -1.81 0.256
H -2.65 4.78 -0.05 0.202
H -4.08 4.85 -1.10 0.426
H -4.16 3.15 -2.90 0.536
H -5.06 2.78 -1.49 0.471
H -3.01 1.01 -3.02 0.128
H -4.66 0.68 -2.87 0.339
H -4.48 0.19 -0.64 0.329
H -2.46 -1.28 -0.35 -0.513
H -2.14 -0.77 -2.01 0.182
H -3.39 -2.97 -1.87 0.476
H -4.32 -1.73 -2.74 0.415
H -5.23 -4.13 -1.33 0.300
H -6.54 -3.00 -1.81 0.301
H -6.37 -3.42 -0.18 0.255
C 2.79 -3.00 5.99 -0.880
O 2.13 -1.99 5.26 -0.274
C 1.77 -2.39 3.95 -1.231
C 0.96 -1.25 3.32 0.001
N 1.66 -0.08 2.80 0.958
C 2.68 0.47 3.72 -0.550
C 3.33 1.71 3.11 -0.956
O 2.34 2.63 2.68 -0.282
C 2.92 3.70 1.94 -0.750
H 3.77 -3.17 5.53 0.334
H 2.29 -3.98 5.99 0.318
H 2.90 -2.74 7.04 0.247
H 1.09 -3.24 4.04 0.673
H 2.58 -2.66 3.26 0.298
H 0.07 -0.95 3.88 0.636
H 0.49 -1.72 2.44 -0.606
H 2.14 -0.46 1.98 -0.632
H 3.40 -0.34 3.89 0.424
H 2.24 0.78 4.67 0.455
H 4.06 1.42 2.34 0.320
H 3.90 2.14 3.94 0.427
H 3.80 4.07 2.49 0.426
H 2.19 4.50 1.85 0.211
H 3.29 3.36 0.97 0.187
C 4.31 -1.22 0.18 -0.550
O 3.07 -1.75 0.64 -0.266
H 4.46 -1.52 -0.86 0.173
H 4.29 -0.13 0.23 0.173
H 5.11 -1.65 0.78 0.266
H 2.36 -1.39 0.07 -0.332
C 0.22 1.17 -4.65 -0.381
O -0.53 2.05 -3.89 -0.593
H 0.13 0.09 -4.48 0.004
H -0.08 1.24 -5.71 0.382
H 1.30 1.36 -4.62 0.156
H -0.43 1.83 -2.92 -0.119
C -0.44 -3.33 -3.13 -0.625
O -0.55 -1.92 -3.17 -0.602
H -0.82 -3.74 -4.07 0.312
H 0.59 -3.70 -3.00 0.217
H -1.01 -3.74 -2.29 0.061
H 0.05 -1.55 -2.47 -0.169
C -3.15 -2.01 2.81 -0.784
O -2.44 -0.82 2.63 -0.343
H -2.77 -2.49 3.72 0.252
H -4.20 -1.74 2.98 0.243
H -3.07 -2.70 1.96 0.205
H -1.78 -0.83 1.93 -0.593
C 2.89 -1.72 -3.45 -0.317
O 2.65 -2.54 -2.32 -0.626
H 3.98 -1.64 -3.55 0.290
H 2.41 -2.12 -4.35 0.272
H 2.46 -0.72 -3.33 -0.125
H 2.05 -2.04 -1.71 -0.279
C 0.65 4.39 -1.26 0.244
O 0.01 5.11 -0.22 -0.748
H -0.09 3.78 -1.77 -0.181
H 1.06 5.09 -2.00 0.478
H 1.44 3.75 -0.87 -0.302
H -0.17 4.46 0.49 0.278
C 3.27 2.09 -2.46 -0.264
O 3.62 2.09 -1.09 -0.645
H 3.05 3.11 -2.77 0.249
H 4.04 1.62 -3.07 0.386
H 2.38 1.46 -2.56 -0.309
H 2.85 1.71 -0.55 -0.253
C 0.65 -4.09 0.44 -0.678
O -0.38 -3.12 0.31 -0.435
H 1.55 -3.86 -0.13 0.159
H 0.96 -4.18 1.49 0.050
H 0.26 -5.08 0.19 0.340
H 0.04 -2.34 -0.14 -0.339
```

The value obtained for the highest occupied orbital energy (spin up / spin down) is -0.44 / -1.21 eV. As for the charge: -2. Its multiplicity is 11. Its total energy is -5398.5750 Eh. The HOMO-LUMO gap (spin up / spin down) comes out at 4.601 / 5.365 eV.

The following is a DFT calculation (ωB97M-V/def2-TZVPD) of a molecular structure, C10H20ClFeRh in a non-equilibrium geometry.

```
33
Properties=species:S:1:pos:R:3:mulliken_charge:R:1
Rh 0.43 -4.40 -0.46 0.100
Cl -0.57 -2.47 0.42 -0.466
C 2.21 -5.21 -0.05 -0.941
C -0.72 -5.19 -1.95 -0.983
H 2.51 -5.85 -0.90 0.204
H 2.88 -4.33 0.05 0.223
H 2.15 -5.79 0.90 0.270
H -0.08 -5.84 -2.59 0.256
H -1.07 -4.30 -2.50 0.207
H -1.56 -5.75 -1.50 0.251
Fe -0.28 -0.15 0.31 -0.099
C 1.06 -0.38 1.76 -1.032
C 0.51 1.16 -0.96 -0.717
H 1.77 -1.06 1.20 0.203
H 1.58 0.53 2.13 0.320
H 0.57 -0.96 2.57 0.279
H 0.21 0.96 -1.98 0.308
H 1.57 1.41 -0.90 0.276
C -2.27 4.77 -0.64 -1.722
C -1.23 4.43 0.43 2.332
C -0.03 5.40 0.34 -1.717
C -1.88 4.56 1.80 -1.552
C -0.79 3.04 0.30 -1.379
C -0.34 1.97 -0.13 0.891
H -2.61 5.80 -0.53 0.397
H -3.14 4.12 -0.53 0.385
H -1.87 4.66 -1.65 0.391
H -0.36 6.44 0.46 0.384
H 0.68 5.19 1.13 0.396
H 0.46 5.32 -0.63 0.402
H -2.74 3.89 1.86 0.379
H -1.17 4.30 2.59 0.383
H -2.23 5.58 1.97 0.370
```

The value obtained for the highest occupied orbital energy (spin up / spin down) is -1.07 / -5.28 eV. As for the charge: -1. The calculation puts the energy above the lowest of the compared OMol25 structures with the same formula, charge and spin at 0.00 kcal per mole. Its multiplicity is 10. Its total energy is -2227.1679 Eh. The HOMO-LUMO gap (spin up / spin down) comes out at 3.916 / 7.870 eV.

The following is a DFT calculation (ωB97M-V/def2-TZVPD) of 14 unconnected molecules or ions with the total composition C29H91N23O14 in a non-equilibrium geometry.

```
157
Properties=species:S:1:pos:R:3:mulliken_charge:R:1
C 1.01 -25.40 3.55 -1.463
C 1.93 -24.42 2.83 0.623
C 3.32 -24.83 2.40 -0.696
O 4.12 -25.05 3.53 -0.216
C 5.48 -25.27 3.26 -1.013
N 1.14 -23.83 1.79 -0.607
H 0.90 -26.37 3.06 0.249
H 0.03 -24.93 3.63 0.440
H 1.50 -25.55 4.52 0.300
H 2.07 -23.57 3.50 0.087
H 3.88 -24.15 1.76 0.412
H 3.26 -25.76 1.84 0.352
H 5.96 -24.30 3.12 0.347
H 5.60 -25.87 2.36 0.425
H 6.07 -25.82 4.00 0.285
H 1.64 -23.04 1.41 0.234
H 0.26 -23.43 2.10 0.248
C 6.24 -30.08 5.10 -1.703
C 6.12 -30.16 3.60 0.978
C 6.40 -31.50 2.91 -0.767
O 6.25 -31.66 1.51 -0.313
C 7.14 -30.87 0.76 -0.689
N 4.75 -29.70 3.28 -0.765
H 7.10 -30.59 5.53 0.388
H 5.37 -30.42 5.68 0.413
H 6.42 -29.05 5.39 0.352
H 6.79 -29.41 3.18 0.161
H 5.62 -32.16 3.31 0.302
H 7.41 -31.79 3.20 0.329
H 8.13 -31.30 0.90 0.293
H 7.13 -29.80 0.96 0.263
H 6.85 -30.90 -0.29 0.285
H 4.64 -28.75 3.61 0.223
H 4.67 -29.66 2.27 0.254
C 12.96 -29.68 -0.05 -1.602
C 13.13 -28.89 1.22 0.778
C 12.04 -29.21 2.26 -1.090
O 12.20 -28.37 3.42 -0.384
C 11.23 -28.56 4.46 -0.733
N 14.36 -29.38 1.70 -0.728
H 13.87 -29.86 -0.62 0.468
H 12.44 -28.99 -0.73 0.372
H 12.25 -30.51 -0.10 0.320
H 12.99 -27.82 1.04 0.248
H 11.99 -30.28 2.47 0.439
H 11.09 -28.94 1.81 0.513
H 11.51 -28.08 5.40 0.290
H 10.73 -29.51 4.65 0.309
H 10.51 -27.94 3.94 0.261
H 14.15 -29.86 2.56 0.255
H 14.76 -30.14 1.17 0.281
C 0.07 -19.93 9.96 -1.413
C 0.08 -21.44 10.21 0.834
C -0.13 -22.33 8.95 -0.957
O -1.48 -22.34 8.56 -0.333
C -2.30 -23.19 9.42 -0.815
N 1.38 -21.81 10.75 -0.795
H 0.84 -19.50 9.32 0.294
H 0.03 -19.33 10.87 0.351
H -0.87 -19.64 9.49 0.371
H -0.66 -21.67 10.98 0.200
H 0.22 -23.36 9.05 0.434
H 0.33 -22.02 8.00 0.336
H -1.92 -24.18 9.67 0.325
H -3.31 -23.35 9.05 0.306
H -2.39 -22.77 10.43 0.291
H 2.08 -21.60 10.05 0.266
H 1.31 -22.81 10.59 0.298
C 2.45 -17.77 -3.12 -1.372
C 2.33 -19.28 -3.42 0.460
C 3.48 -19.96 -4.15 -0.637
O 3.76 -19.28 -5.41 -0.322
C 4.71 -20.04 -6.19 -0.710
N 2.07 -19.93 -2.15 -0.565
H 2.58 -17.31 -4.10 0.364
H 3.19 -17.47 -2.39 0.294
H 1.48 -17.38 -2.80 0.405
H 1.48 -19.57 -4.04 0.202
H 3.12 -20.96 -4.40 0.363
H 4.40 -20.00 -3.57 0.301
H 5.70 -20.01 -5.74 0.289
H 4.77 -19.74 -7.23 0.254
H 4.46 -21.10 -6.07 0.294
H 1.27 -19.52 -1.70 0.256
H 1.71 -20.84 -2.36 0.144
C 5.87 -20.12 1.79 0.677
O 4.95 -20.50 2.45 -0.611
N 5.75 -19.96 0.48 -0.339
N 7.11 -19.93 2.15 -0.379
H 4.86 -20.11 0.02 0.127
H 6.52 -19.54 -0.02 0.124
H 7.38 -20.09 3.11 0.217
H 7.76 -19.43 1.57 0.159
C 1.68 -29.59 -0.63 0.708
O 2.38 -28.70 -1.17 -0.690
N 2.12 -30.78 -0.25 -0.404
N 0.44 -29.40 -0.33 -0.365
H 3.10 -30.98 -0.43 0.205
H 1.58 -31.46 0.28 0.160
H -0.15 -30.12 0.05 0.164
H 0.06 -28.46 -0.28 0.225
C -2.98 -28.35 5.93 0.671
O -3.51 -27.37 5.32 -0.687
N -1.86 -28.23 6.54 -0.437
N -3.37 -29.54 6.01 -0.381
H -1.52 -28.96 7.15 0.168
H -1.63 -27.25 6.44 0.247
H -3.02 -29.97 6.86 0.186
H -4.21 -29.80 5.51 0.237
C 10.58 -24.14 0.76 0.733
O 10.04 -25.10 0.23 -0.700
N 11.11 -24.25 1.94 -0.362
N 10.76 -23.03 0.15 -0.399
H 11.10 -25.15 2.41 0.197
H 11.60 -23.44 2.28 0.141
H 10.24 -22.87 -0.71 0.237
H 11.27 -22.22 0.48 0.159
C 0.33 -24.88 -3.21 0.639
O 0.45 -25.21 -4.39 -0.702
N -0.79 -24.85 -2.66 -0.370
N 1.27 -24.45 -2.38 -0.392
H -0.83 -24.31 -1.80 0.169
H -1.58 -24.98 -3.27 0.238
H 1.15 -24.46 -1.38 0.170
H 2.16 -24.64 -2.82 0.229
C -3.64 -20.77 -1.02 0.658
O -2.71 -20.19 -0.57 -0.642
N -3.76 -21.18 -2.25 -0.379
N -4.73 -21.06 -0.42 -0.341
H -3.02 -21.02 -2.91 0.209
H -4.69 -21.55 -2.44 0.126
H -4.91 -20.63 0.47 0.227
H -5.42 -21.47 -1.03 0.145
C -6.29 -25.88 1.50 0.637
O -6.91 -25.47 0.51 -0.684
N -5.87 -27.09 1.81 -0.361
N -5.97 -25.17 2.50 -0.381
H -5.98 -27.76 1.07 0.203
H -5.29 -27.20 2.63 0.196
H -5.15 -25.43 3.03 0.170
H -6.16 -24.18 2.49 0.216
C 0.54 -18.79 4.23 0.708
O -0.37 -18.34 4.83 -0.636
N 1.71 -19.11 4.77 -0.333
N 0.49 -19.15 2.99 -0.290
H 2.47 -19.53 4.25 0.117
H 2.01 -18.71 5.65 0.202
H 1.39 -19.43 2.64 0.102
H -0.34 -19.24 2.42 0.147
C 5.23 -23.05 7.63 0.717
O 5.64 -22.58 8.70 -0.729
N 5.46 -22.39 6.52 -0.303
N 4.70 -24.19 7.49 -0.313
H 5.21 -22.75 5.61 0.115
H 5.88 -21.48 6.59 0.144
H 4.66 -24.83 8.27 0.224
H 4.64 -24.47 6.53 0.141
```

The value obtained for the highest occupied orbital energy is -8.96 eV. The calculation puts the energy above the lowest of the compared OMol25 structures with the same formula, charge and spin at 238.49 kcal per mole. Its total energy is -3472.2039 Eh. The HOMO-LUMO gap comes out at 8.844 eV.

The following is a DFT calculation (ωB97M-V/def2-TZVPD) of a molecular structure, C37H33AsO12SZn.

```
85
Properties=species:S:1:pos:R:3:mulliken_charge:R:1
Zn -2.58 -1.89 -0.69 0.527
O 2.83 -1.26 -1.81 -0.840
As 1.06 -1.09 -1.64 1.084
O 1.28 0.70 -1.81 -0.631
O -0.77 -0.73 -1.69 0.728
C 0.59 -1.80 -3.42 0.576
C 0.76 -1.09 -4.60 -0.699
C 0.19 -1.57 -5.77 -0.852
C -0.54 -2.75 -5.77 -0.638
C -0.70 -3.47 -4.59 -0.583
C -0.12 -2.98 -3.44 0.122
S -0.11 -3.88 -1.90 1.400
O 1.10 -3.24 -1.31 -0.755
O 0.08 -5.27 -2.22 -0.802
O -1.29 -3.59 -1.10 -0.720
H 3.15 -0.39 -2.09 0.249
H 1.30 -0.15 -4.60 0.398
H 0.32 -1.01 -6.70 0.372
H -1.00 -3.11 -6.69 0.366
H -1.26 -4.39 -4.57 0.436
C 0.17 3.48 3.07 -1.848
C 0.18 1.95 3.10 1.293
C 0.10 1.41 4.51 -1.419
O -0.87 1.43 2.34 -0.430
C -0.39 1.35 1.00 -0.607
C 1.08 0.91 1.20 -0.700
O 1.38 1.48 2.48 -0.319
C 1.56 -0.56 1.19 1.748
O 0.93 -1.26 0.13 0.817
C 1.12 -1.28 2.48 -0.106
C 2.01 -1.62 3.49 -0.515
C 1.56 -2.26 4.64 -0.885
C 0.22 -2.58 4.79 -0.753
C -0.67 -2.25 3.77 -0.869
C -0.22 -1.60 2.63 -0.262
C 3.09 -0.63 1.09 -0.551
C 3.93 0.42 1.41 -0.050
C 5.31 0.26 1.37 -0.982
C 5.86 -0.97 1.03 -0.535
C 5.02 -2.03 0.72 -0.982
C 3.65 -1.86 0.75 0.377
C -1.53 0.73 0.12 2.390
O -1.98 -0.46 0.56 -1.494
C -1.13 0.61 -1.43 0.989
C 0.08 1.47 -1.90 0.384
C -0.03 2.04 -3.29 -1.408
C -1.17 2.09 -3.96 -0.564
C -2.39 1.48 -3.42 -1.211
C -2.38 0.81 -2.27 -0.688
C -2.67 1.79 0.20 0.927
C -3.94 1.35 0.55 -0.746
C -5.00 2.24 0.62 -0.922
C -4.82 3.59 0.35 -0.495
C -3.56 4.04 -0.02 -1.094
C -2.50 3.15 -0.09 0.385
H -0.74 3.85 3.54 0.358
H 0.21 3.85 2.05 0.349
H 1.04 3.87 3.61 0.398
H -0.85 1.71 4.96 0.357
H 0.92 1.82 5.11 0.333
H 0.17 0.33 4.49 0.245
H -0.27 2.37 0.63 -0.036
H 1.67 1.44 0.45 1.552
H 3.06 -1.38 3.41 0.408
H 2.27 -2.52 5.42 0.378
H -0.13 -3.08 5.68 0.339
H -1.72 -2.49 3.86 0.472
H -0.93 -1.34 1.84 0.199
H 3.52 1.38 1.70 0.503
H 5.96 1.10 1.62 0.387
H 6.94 -1.09 1.00 0.354
H 5.43 -2.99 0.43 0.409
H 2.99 -2.68 0.48 0.363
H 0.21 2.32 -1.23 0.059
H 0.90 2.44 -3.70 0.432
H -1.20 2.53 -4.95 0.369
H -3.29 1.51 -4.01 0.425
H -3.26 0.23 -1.96 0.402
H -4.08 0.29 0.73 0.191
H -5.99 1.86 0.88 0.419
H -5.66 4.28 0.40 0.367
H -3.40 5.08 -0.26 0.408
H -1.54 3.52 -0.42 0.260
O -4.07 -1.60 -1.91 -0.682
O -4.46 -2.39 -0.64 -0.626
```

The value obtained for the highest occupied orbital energy is -0.16 eV. As for the charge: -2. The calculation puts the energy above the lowest of the compared OMol25 structures with the same formula, charge and spin at 85.54 kcal per mole. Its total energy is -6745.8452 Eh. The HOMO-LUMO gap comes out at 4.443 eV.